A 8-piece molecular cluster, C41H102N6O2 overall in a non-equilibrium geometry, computed with ωB97M-V/def2-TZVPD.

Output
Maximum force, eV/Å: 2.885
Spin multiplicity: 1
Structure (SMILES): CCN(CC)CC.CCN(CC)CC.CCN(CC)CC.CCN(CC)CC.CCN(CC)CC.CCN(CC)CC.C1CCOC1.CO
LUMO, Eh: 0.008
Gap between HOMO and LUMO, eV: 8.2

Last column: Löwdin charge in e.
CARTESIAN COORDINATES (ANGSTROEM)
O 15.085074 10.424639 -16.502478  -0.17
O 7.835818 18.511764 -19.505726  -0.13
N 14.972875 15.170681 -8.024224  -0.20
N 9.329521 19.671138 -15.430728  -0.18
N 7.168519 11.920657 -10.670174  -0.21
N 4.765252 20.050076 -7.014040  -0.18
N 7.508795 28.190808 -17.722609  -0.16
N 16.170084 21.248578 -22.365440  -0.19
C 8.076211 19.423603 -14.616461  -0.23
C 6.715971 17.675486 -19.585634  -0.17
C 13.736410 10.780817 -16.015511  -0.17
C 10.215662 18.523102 -15.359678  -0.29
C 15.332470 10.232434 -14.254562  -0.16
C 11.389418 18.444824 -16.334290  -0.09
C 7.083288 20.575996 -14.652027  -0.09
C 7.984043 12.858282 -9.845861  -0.22
C 15.986213 22.366920 -20.189811  -0.09
C 6.106021 10.973873 -8.653155  -0.10
C 15.476599 12.881013 -7.254786  -0.09
C 15.952505 14.284199 -7.430138  -0.30
C 6.103687 27.183690 -15.908063  -0.11
C 14.366687 16.148475 -5.674895  -0.08
C 7.672010 11.591724 -12.017878  -0.24
C 6.739494 10.694960 -9.992045  -0.26
C 13.905954 10.772621 -14.527908  -0.20
C 10.322774 20.990170 -13.592530  -0.11
C 4.361518 20.896910 -8.125027  -0.29
C 15.239035 15.354213 -9.468936  -0.24
C 9.664033 27.337194 -18.486294  -0.11
C 14.055594 16.001079 -10.188486  -0.09
C 9.286450 12.160375 -9.410938  -0.09
C 7.829121 12.951631 -12.784359  -0.09
C 7.482593 29.241345 -18.833070  -0.22
C 16.954225 21.920513 -21.283349  -0.23
C 16.692381 21.347694 -23.728431  -0.25
C 6.911986 28.679876 -20.124320  -0.10
C 14.766018 16.372407 -7.149845  -0.23
C 16.063056 10.777013 -15.518229  -0.19
C 16.889707 22.807371 -24.055683  -0.11
C 8.286633 27.000495 -18.086498  -0.30
C 3.634663 19.270865 -6.440061  -0.24
C 2.736856 18.403513 -7.354904  -0.09
C 6.496181 18.403009 -6.224179  -0.09
C 5.775759 19.012932 -7.423292  -0.25
C 6.156454 27.804199 -17.259081  -0.29
C 15.899501 19.890416 -22.049809  -0.29
C 10.095017 20.875348 -15.052396  -0.26
C 14.549978 19.327711 -22.631453  -0.07
C 5.290972 22.086623 -8.469578  -0.08
H 15.986625 20.970476 -24.468518  0.11
H 13.711655 19.913920 -22.255043  0.07
H 8.321211 12.834477 -13.749873  0.06
H 6.887176 13.461689 -12.986022  0.07
H 16.541346 22.989229 -19.487921  0.07
H 7.780039 26.375671 -18.822070  0.11
H 15.388014 12.652021 -6.192802  0.06
H 10.629645 18.342931 -14.367586  0.11
H 6.734395 27.690573 -15.177738  0.08
H 4.138759 20.331630 -9.029984  0.11
H 17.716817 21.214362 -20.954838  0.11
H 1.987582 17.972882 -6.690652  0.07
H 7.524234 27.883435 -20.547344  0.07
H 4.935247 22.655448 -9.328649  0.07
H 10.783785 21.963998 -13.427540  0.08
H 13.482132 11.811538 -16.262622  0.11
H 6.961193 30.084120 -18.379225  0.11
H 6.717644 11.421117 -7.869579  0.06
H 17.622077 20.798146 -23.875999  0.11
H 6.150790 20.310934 -14.153738  0.07
H 5.363118 18.223932 -8.052044  0.10
H 14.422097 16.339636 -11.157582  0.07
H 14.606257 19.475879 -23.709860  0.05
H 6.441046 19.204869 -5.487924  0.08
H 11.006368 20.940798 -15.646753  0.10
H 5.202277 11.582921 -8.633261  0.08
H 5.765576 10.051935 -8.181756  0.07
H 7.721532 10.222065 -9.982959  0.10
H 15.747205 19.788193 -20.975351  0.10
H 8.303121 13.746667 -10.390893  0.09
H 15.701377 16.925294 -7.236617  0.11
H 15.118479 14.311038 -9.761073  0.11
H 15.629351 10.617518 -13.279028  0.10
H 7.322171 13.207456 -9.053340  0.10
H 9.254375 11.436772 -8.596394  0.06
H 5.568143 28.721685 -17.273462  0.11
H 13.334489 15.817460 -5.560482  0.07
H 8.667655 11.149358 -12.051165  0.09
H 10.989934 20.316876 -13.054317  0.08
H 6.060108 10.063089 -10.564139  0.12
H 9.476797 21.722606 -15.349164  0.11
H 8.452064 29.568654 -19.208708  0.10
H 15.004288 15.386011 -5.227432  0.05
H 2.156614 19.026351 -8.035700  0.06
H 16.753791 14.285604 -8.169078  0.10
H 15.631175 21.480160 -19.664744  0.06
H 14.415523 18.290434 -22.324717  0.07
H 5.495794 22.717748 -7.604820  0.07
H 15.956173 23.367282 -24.111413  0.08
H 13.777196 11.746548 -14.055691  0.11
H 6.561897 17.264850 -20.583501  0.08
H 6.236468 21.616289 -8.739622  0.05
H 4.099161 18.524677 -5.795422  0.09
H 13.795495 16.956270 -9.732342  0.06
H 7.080433 10.856380 -12.563229  0.11
H 7.979405 18.647878 -18.566342  0.06
H 15.178881 23.034858 -20.490127  0.08
H 5.896444 28.343341 -19.915743  0.06
H 8.369922 26.327954 -17.232768  0.11
H 10.991508 18.515666 -17.346582  0.07
H 17.267033 22.847493 -25.077508  0.07
H 6.816154 20.847093 -15.673420  0.08
H 16.375705 14.641615 -6.491393  0.10
H 13.284715 9.982985 -14.105262  0.11
H 14.073442 17.064596 -7.628713  0.09
H 3.093672 20.061761 -5.920534  0.11
H 9.770264 27.688493 -19.512646  0.07
H 13.186734 15.358553 -10.331049  0.08
H 6.438089 26.146362 -15.893274  0.06
H 6.806322 16.897927 -18.827119  0.07
H 5.959072 18.369175 -19.219581  0.08
H 12.068586 19.295789 -16.282299  0.06
H 5.089516 27.009586 -15.548529  0.07
H 9.972211 12.907847 -9.012049  0.07
H 16.097355 12.041103 -7.566768  0.07
H 7.440377 21.431156 -14.078196  0.06
H 16.231190 15.734442 -9.712115  0.11
H 8.405121 19.209135 -13.599646  0.10
H 14.472768 12.769037 -7.664534  0.08
H 14.471057 17.010909 -5.016550  0.07
H 11.955535 17.516802 -16.414289  0.07
H 16.977033 10.203253 -15.671586  0.11
H 17.489842 22.826098 -21.568148  0.09
H 9.757704 11.631864 -10.239612  0.07
H 17.551042 23.478087 -23.507140  0.06
H 9.636398 17.652315 -15.666755  0.11
H 10.010155 28.191675 -17.904778  0.09
H 3.260226 17.649594 -7.942937  0.06
H 7.506894 18.021544 -6.369252  0.07
H 5.969872 17.545527 -5.804874  0.06
H 10.329350 26.476620 -18.416449  0.08
H 7.727343 18.496956 -15.072223  0.11
H 6.671813 29.424361 -20.883380  0.07
H 5.672938 27.125615 -17.961806  0.11
H 8.449864 13.661947 -12.238263  0.05
H 6.454925 19.556949 -8.079706  0.10
H 3.390972 21.314419 -7.857021  0.11
H 15.294168 9.144878 -14.192521  0.11
H 9.380754 21.222830 -13.095988  0.06
H 16.649880 19.173597 -22.383273  0.11
H 16.330066 11.833162 -15.481272  0.11
H 13.088211 10.004684 -16.422394  0.12

Forces on atoms 1 to 3 (eV/Å):
O -0.1 0.9 -0.7
O 1.6 0.1 -0.5
N -1.1 1.0 1.7